45
Properties=species:S:1:pos:R:3 method="wB97M-V/def2-TZVPD" de_lowest_ev=0.921 homo_lumo_gap_ev="9.54 / 3.47" homo_energy_ev="-15.60 / -15.67" total_charge=+2 multiplicity=6 energy_ha=-3811.999727
Fe 1.15 0.32 1.12
Cl 0.18 -0.05 -3.77
Cl 2.05 0.17 3.12
S -1.91 0.08 2.78
P 0.37 2.00 0.08
P 0.73 -1.88 0.23
O -1.69 -0.17 -2.01
O -2.70 -1.08 2.30
C -0.78 2.93 1.18
C -0.40 -2.97 1.17
C 0.35 -2.73 -1.37
C -2.45 -0.24 -4.32
C 2.33 -2.70 0.53
C -1.44 -0.16 -3.19
C 2.00 2.75 0.44
C -1.22 -0.34 4.42
C -3.14 1.29 3.35
C -0.07 2.73 -1.49
H 3.08 -2.25 -0.14
H -3.81 0.72 4.01
H 2.22 -3.77 0.32
H -1.79 2.51 1.03
H 0.01 3.81 -1.34
H 2.60 -2.52 1.57
H -2.63 2.10 3.87
H 2.34 2.53 1.46
H -0.21 -0.74 4.28
H -1.16 0.54 5.05
H -2.45 0.54 -5.10
H -2.51 -1.26 -4.71
H 0.61 2.39 -2.28
H -0.70 -2.61 -1.66
H -3.67 1.62 2.45
H -1.08 2.44 -1.78
H 0.55 -3.80 -1.22
H -1.87 -1.10 4.89
H -3.40 -0.11 -3.82
H -0.33 -4.02 0.83
H -0.74 3.98 0.87
H -0.53 2.84 2.24
H 0.99 -2.36 -2.18
H 1.87 3.82 0.30
H -1.43 -2.60 1.03
H -0.15 -2.90 2.24
H 2.75 2.38 -0.28